No. 1
Formula: C15H22O9PPdS2
Source: the OMol25 dataset
Level of theory: the ωB97M-V functional and the def2-TZVPD basis

Geometry as XYZ:
```
50
Properties=species:S:1:pos:R:3
Pd 0.8193 -0.0022 -0.7418
O 2.5406 -0.8750 0.2472
S 3.3671 0.3605 0.1135
O 4.7129 0.1306 -0.3231
O 2.5850 1.2782 -0.7440
C 3.5137 0.9876 1.7894
C 4.5045 0.3031 2.4931
C 4.7629 0.5827 3.8219
C 4.0289 1.5672 4.4619
C 3.0465 2.2515 3.7680
C 2.7643 1.9778 2.4311
S 1.4549 3.0044 1.7094
O 2.1314 3.8594 0.7537
O 0.8869 3.7055 2.8457
O 0.5190 2.0505 1.1107
H 5.0807 -0.4515 1.9763
H 5.5360 0.0361 4.3471
H 4.2174 1.8054 5.5016
H 2.4581 3.0197 4.2483
C -2.2891 0.8843 -3.9283
O -1.3088 0.2734 -3.0872
P -0.7430 1.0485 -1.8202
O -2.0312 1.5075 -1.0090
C -2.3584 1.0683 0.3290
O -0.2819 2.3923 -2.5261
C 0.2744 3.4787 -1.7450
H -2.5800 0.1307 -4.6560
H -1.8683 1.7507 -4.4370
H -3.1586 1.1875 -3.3443
H -3.3514 1.4657 0.5263
H -1.6305 1.4689 1.0296
H -2.3690 -0.0186 0.3739
H 0.4973 4.2665 -2.4596
H 1.1773 3.1674 -1.2308
H -0.4552 3.8245 -1.0148
C -2.7503 -3.6868 -2.1570
C -2.2899 -3.4119 -0.7193
C -3.4999 -3.0106 0.1344
C -1.6494 -4.6771 -0.1348
C -1.3080 -2.3154 -0.7249
C -0.4925 -1.4224 -0.7372
H -3.4875 -4.4946 -2.1715
H -1.9031 -3.9733 -2.7807
H -3.2009 -2.7926 -2.5904
H -4.2400 -3.8155 0.1458
H -3.9714 -2.1118 -0.2670
H -3.1932 -2.8044 1.1607
H -2.3713 -5.4986 -0.1281
H -1.3126 -4.4975 0.8866
H -0.7841 -4.9753 -0.7273
```

Summary:
Orbital gap, eV: 8.59
Multiplicity: 1
Molecular weight, g mol⁻¹: 547.86
Net charge: -1
Relative energy (zero: lowest compared OMol25 entry of this formula, charge and spin), kJ/mol: 0.0

No. 2
Formula: C17H34O2
Source: the OMol25 dataset
Level of theory: the ωB97M-V functional and the def2-TZVPD basis

Geometry as XYZ:
```
53
Properties=species:S:1:pos:R:3
C 8.4282 -0.7200 -1.8892
C 8.2178 -1.4952 -0.5938
C 7.3461 -0.7521 0.4191
C 5.8939 -0.5981 -0.0277
C 5.0299 0.0394 1.0579
C 3.5776 0.1995 0.6145
C 2.7142 0.8262 1.7074
C 1.2307 0.8922 1.3427
C 0.9342 1.8711 0.2080
C -0.5623 2.0818 -0.0254
C -1.2653 0.8466 -0.5841
C -2.7360 1.1209 -0.8901
C -3.4359 -0.1184 -1.4438
C -4.8645 0.1484 -1.9191
C -5.7988 0.6275 -0.8012
C -5.8222 -0.3544 0.3456
O -5.4063 -0.1440 1.4540
O -6.3746 -1.5177 -0.0252
C -6.4297 -2.5304 0.9684
H 7.4904 -0.5885 -2.4224
H 8.8473 0.2621 -1.6804
H 9.1158 -1.2541 -2.5413
H 9.1919 -1.6891 -0.1378
H 7.7617 -2.4619 -0.8199
H 7.7734 0.2361 0.6052
H 7.3642 -1.3013 1.3641
H 5.8470 0.0203 -0.9256
H 5.4886 -1.5815 -0.2788
H 5.0666 -0.5789 1.9584
H 5.4385 1.0196 1.3156
H 3.1710 -0.7808 0.3540
H 3.5470 0.8211 -0.2819
H 3.0796 1.8329 1.9243
H 2.8230 0.2339 2.6197
H 0.8912 -0.1076 1.0669
H 0.6671 1.2026 2.2260
H 1.3890 1.5140 -0.7177
H 1.3887 2.8349 0.4518
H -1.0379 2.3727 0.9140
H -0.6935 2.9070 -0.7304
H -0.7573 0.5262 -1.4975
H -1.2031 0.0298 0.1365
H -2.8100 1.9341 -1.6168
H -3.2303 1.4401 0.0283
H -2.8600 -0.5030 -2.2898
H -3.4474 -0.8944 -0.6752
H -5.2736 -0.7707 -2.3432
H -4.8491 0.9062 -2.7056
H -5.4786 1.5950 -0.4170
H -6.8117 0.7170 -1.1972
H -6.9151 -3.3859 0.5062
H -7.0013 -2.1841 1.8319
H -5.4226 -2.7934 1.2989
```

Summary:
SMILES: CCCCCCCCCCCCCCCC(=O)OC
Orbital gap, eV: 11.23
Multiplicity: 1
Molecular weight, g mol⁻¹: 270.46
Net charge: 0
Relative energy (zero: lowest compared OMol25 entry of this formula, charge and spin), kJ/mol: 35.1

No. 3
Formula: C4H4Cl2OS
Source: the OMol25 dataset
Level of theory: the ωB97M-V functional and the def2-TZVPD basis

Geometry as XYZ:
```
12
Properties=species:S:1:pos:R:3
C -0.3166 -0.3624 0.1833
C 0.9445 0.2205 -0.1361
C -1.4338 0.5158 0.5977
C 2.1446 -0.3442 -0.2158
O -2.6530 -1.4836 -0.6402
S -1.8924 -0.3287 -0.9897
Cl -1.1056 2.2450 0.3632
Cl 3.5749 0.4556 -0.5978
H -0.2395 -1.2881 0.5515
H 0.8039 1.3593 -0.4784
H -2.0076 0.4726 1.5619
H 2.1807 -1.4618 -0.1996
```

Summary:
Orbital gap, eV: 9.04
Multiplicity: 1
Molecular weight, g mol⁻¹: 171.05
Net charge: 0
Relative energy (zero: lowest compared OMol25 entry of this formula, charge and spin), kJ/mol: 275.6

No. 4
Formula: C10H11NO3
Source: the OMol25 dataset
Level of theory: the ωB97M-V functional and the def2-TZVPD basis

Geometry as XYZ:
```
25
Properties=species:S:1:pos:R:3
C -2.8677 1.5154 0.1564
C -1.7209 2.0958 0.5803
C -2.8780 0.3108 -0.4777
C -0.5389 1.4515 0.3170
C -1.6632 -0.3337 -0.8375
C -0.4881 0.2443 -0.4288
C 1.1718 -1.6847 -0.0170
C 0.8007 -0.4654 -0.6179
C 0.3597 -2.4173 1.0581
C 1.9734 0.4752 -0.9948
N 2.6839 0.9605 0.2248
O 3.5040 0.2074 0.6901
O 2.4468 2.0619 0.7093
O 0.8311 -1.6735 -1.3265
H -3.7850 1.8194 0.6291
H -1.8512 3.1745 0.8934
H -3.7437 -0.0015 -0.9892
H 0.3830 1.7256 0.6947
H -1.4640 -1.2050 -1.3365
H 2.1886 -1.8199 0.3556
H -0.6792 -2.3521 0.6962
H 0.3174 -1.8644 2.0640
H 0.7277 -3.4645 1.1923
H 2.6284 -0.0461 -1.6911
H 1.6635 1.2859 -1.5444
```

Summary:
Orbital gap (alpha / beta), eV: 5.19 / 6.68
Multiplicity: 3
Molecular weight, g mol⁻¹: 193.20
Net charge: 0
Relative energy (zero: lowest compared OMol25 entry of this formula, charge and spin), kJ/mol: 84.7

No. 5
Formula: C4H7FN2O
Source: the OMol25 dataset
Level of theory: the ωB97M-V functional and the def2-TZVPD basis

Geometry as XYZ:
```
15
Properties=species:S:1:pos:R:3
N -1.1421 -0.6181 -1.7330
C -1.3027 -0.7213 -0.3154
C -0.4335 0.1584 0.5234
O -0.4152 1.4935 0.0092
N 0.8706 2.0318 0.2974
C 1.6425 1.0799 0.6704
C 1.0149 -0.2758 0.7238
F 1.5679 -1.0940 -0.3003
H -0.2324 -0.9612 -1.9790
H -1.1519 0.3872 -2.0069
H -1.1170 -1.7473 0.0070
H -2.3373 -0.4419 -0.0378
H -0.8743 0.2006 1.5246
H 2.6626 1.3467 0.9552
H 1.2479 -0.8386 1.6614
```

Summary:
SMILES: NC[C@@H]1ON=C[C@@H]1F
Orbital gap, eV: 10.23
Multiplicity: 1
Molecular weight, g mol⁻¹: 118.11
Net charge: 0
Relative energy (zero: lowest compared OMol25 entry of this formula, charge and spin), kJ/mol: 237.1

No. 6
Formula: C6H21NO3
Source: the OMol25 dataset
Level of theory: the ωB97M-V functional and the def2-TZVPD basis

Geometry as XYZ:
```
31
Properties=species:S:1:pos:R:3
C -2.7123 -1.0661 0.8935
N -1.7189 -0.1092 1.4911
C -0.3868 -0.7649 1.6900
C 0.1258 -1.3420 0.3078
C 1.2522 -0.4185 -0.2135
C 1.0690 1.1600 0.0501
C 1.4215 -0.5997 -1.7232
H -3.6863 -0.7487 1.2749
H -2.6194 -2.1293 1.1571
H -2.7540 -0.9625 -0.1878
H -1.6466 0.5984 0.7635
H -0.6038 -1.5456 2.4638
H 0.2762 -0.0149 2.0624
H 0.4422 -2.3645 0.5410
H -0.6831 -1.3378 -0.4217
H 2.1167 -0.5732 0.4382
H 0.0091 1.3283 -0.2151
H 1.7134 1.7138 -0.6715
H 1.1897 1.4854 1.0826
H 0.6523 -0.1587 -2.4221
H 1.5940 -1.5901 -2.1347
H 2.4117 -0.1725 -2.0395
O 0.1697 3.5790 -1.9447
H -0.3261 3.2216 -2.6703
H 0.7720 2.8436 -1.7681
O 2.2385 -1.6829 3.1690
H 1.3768 -1.2522 3.2579
H 2.5010 -1.4010 2.2866
O -1.0372 1.4902 -2.3513
H -1.8423 2.0245 -2.4166
H -1.3148 0.7894 -1.7493
```

Summary:
SMILES: CNCCC(C)C.O.O.O
Orbital gap, eV: 9.40
Multiplicity: 1
Molecular weight, g mol⁻¹: 155.24
Net charge: 0
Relative energy (zero: lowest compared OMol25 entry of this formula, charge and spin), kJ/mol: 183.3